# 1
{
  "formula": "C23H20ClCrN3O7S2",
  "method": "the ωB97M-V functional and the def2-TZVPD basis",
  "elements": ["Cr", "C", "S", "C", "S", "N", "N", "C", "C", "C", "C", "C", "C", "N", "H", "H", "H", "H", "H", "H", "H", "H", "O", "C", "O", "C", "C", "C", "C", "C", "O", "C", "C", "O", "O", "H", "H", "H", "H", "H", "H", "H", "H", "Cl", "C", "C", "C", "C", "C", "C", "C", "O", "O", "H", "H", "H", "H"],
  "coordinates": [[-0.281, -1.029, 1.029], [4.004, -1.345, 3.783], [3.833, -2.760, 2.668], [2.310, -2.294, 1.863], [0.920, -1.995, 2.843], [2.384, -2.306, 0.568], [1.152, -1.964, 0.005], [0.942, -2.286, -1.201], [-0.354, -1.949, -1.812], [-0.728, -2.675, -2.868], [-1.983, -2.684, -3.608], [-3.145, -2.151, -3.241], [-3.523, -1.392, -2.019], [-1.107, -0.912, -1.156], [4.863, -1.556, 4.419], [3.113, -1.237, 4.395], [4.183, -0.431, 3.218], [1.690, -2.859, -1.743], [0.006, -3.402, -3.200], [-1.960, -3.230, -4.544], [-3.974, -2.294, -3.928], [-3.944, -0.445, -2.358], [-3.903, 0.375, 2.131], [-2.929, 0.095, 1.456], [-1.738, -0.105, 1.923], [-3.093, 0.089, -0.074], [-2.499, 1.406, -0.607], [-2.766, 1.717, -2.086], [-1.624, 0.962, -2.802], [-0.766, 0.457, -1.627], [-1.072, 1.334, -0.578], [-2.548, -1.159, -0.852], [-2.557, -2.432, 0.063], [-3.514, -3.182, 0.041], [-1.499, -2.569, 0.780], [-4.170, 0.123, -0.237], [-2.798, 2.219, 0.052], [-2.670, 2.791, -2.241], [-3.763, 1.427, -2.413], [-1.025, 1.636, -3.412], [-1.966, 0.147, -3.438], [0.306, 0.487, -1.793], [-4.356, -1.928, -1.556], [4.870, 5.393, 3.439], [3.979, 4.138, 2.605], [4.384, 3.750, 1.339], [3.670, 2.758, 0.683], [2.572, 2.159, 1.286], [2.186, 2.561, 2.559], [2.886, 3.558, 3.225], [1.825, 1.065, 0.553], [2.113, 0.828, -0.617], [0.941, 0.490, 1.279], [5.245, 4.219, 0.880], [3.952, 2.429, -0.308], [1.334, 2.078, 3.018], [2.592, 3.881, 4.215]],
  "forces_ev_per_angstrom": [[-0.5, 0.2, 0.1], [0.0, -0.1, 0.0], [-0.1, 0.1, -0.1], [0.1, -0.2, 0.0], [0.0, 0.0, -0.1], [-0.4, 0.1, 0.0], [0.7, -0.3, 0.2], [-0.3, 0.1, -0.2], [0.3, 0.1, 0.2], [-0.2, -0.2, -0.3], [0.3, 0.0, 0.0], [-0.1, 0.0, 0.1], [0.0, 0.0, -0.1], [0.3, 0.1, 0.4], [0.0, 0.0, 0.0], [0.0, 0.0, 0.0], [0.0, 0.0, 0.0], [0.0, 0.1, -0.1], [0.0, 0.0, 0.0], [0.0, 0.0, 0.0], [0.0, 0.0, 0.0], [0.0, 0.0, 0.0], [-0.1, 0.1, 0.0], [0.3, 0.0, 0.2], [-0.1, -0.1, -0.1], [-0.1, -0.1, -0.1], [0.0, 0.1, 0.0], [0.0, 0.0, 0.0], [0.0, -0.1, 0.0], [-0.2, 0.0, -0.1], [0.0, 0.0, 0.0], [0.1, 0.0, -0.1], [0.1, 0.0, 0.1], [-0.1, 0.0, 0.0], [0.1, 0.0, 0.1], [0.0, -0.1, 0.0], [0.0, 0.0, 0.0], [0.0, 0.0, 0.0], [0.0, 0.1, 0.0], [0.0, 0.0, 0.0], [0.0, 0.0, 0.0], [0.1, 0.0, 0.0], [0.0, 0.0, 0.0], [0.0, -0.1, 0.0], [0.0, 0.0, 0.0], [0.0, 0.0, 0.0], [0.0, 0.0, 0.0], [0.1, 0.0, 0.0], [0.0, 0.0, 0.0], [0.0, 0.0, 0.0], [0.0, 0.1, 0.1], [-0.1, -0.1, -0.1], [-0.1, 0.1, -0.2], [0.0, 0.0, 0.0], [0.0, 0.0, 0.0], [0.0, 0.0, 0.0], [0.0, 0.0, 0.0]],
  "lowdin_charge": [0.750, -0.421, 0.797, -1.064, 0.709, -0.023, -0.111, -0.033, -0.183, 0.001, -0.084, -0.070, -0.111, 0.012, 0.024, 0.006, 0.034, 0.142, 0.112, 0.096, 0.109, 0.098, 0.065, -0.580, -0.106, -0.078, -0.227, -0.093, -0.059, -0.259, -0.026, -0.225, -0.548, 0.080, -0.100, 0.156, 0.166, 0.113, 0.103, 0.116, 0.101, 0.142, 0.132, 0.618, -0.671, -0.110, -0.015, -0.116, -0.003, -0.104, -0.568, 0.030, -0.162, 0.098, 0.116, 0.125, 0.101],
  "charge": -1,
  "spin_multiplicity": 4,
  "gap_ev": [7.49, 7.50],
  "largest_force_ev_per_a": 0.7,
  "de_lowest_kcal_mol": 0.00,
  "homo_energy_ev": [-5.5, -5.7],
  "e_tot_ha": -3880.669123
}

# 2
{
  "formula": "C23H20ClF5OPTeTi",
  "method": "the ωB97M-V functional and the def2-TZVPD basis",
  "elements": ["C", "C", "C", "H", "C", "C", "H", "H", "H", "H", "Ti", "Cl", "P", "C", "C", "H", "C", "H", "C", "H", "C", "H", "C", "H", "C", "C", "H", "C", "H", "C", "H", "C", "H", "C", "H", "C", "C", "H", "C", "H", "C", "H", "C", "H", "C", "H", "F", "Te", "F", "F", "F", "F", "O"],
  "coordinates": [[-0.986, -1.671, 4.068], [-0.883, -1.999, 2.680], [0.504, -2.159, 2.366], [-1.721, -2.158, 2.003], [1.269, -1.887, 3.551], [0.342, -1.595, 4.609], [0.596, -1.490, 5.652], [-1.903, -1.530, 4.634], [0.908, -2.475, 1.403], [2.347, -1.979, 3.667], [0.224, 0.017, 3.111], [1.986, 0.760, 1.977], [0.191, 0.117, -1.005], [1.289, -0.946, -2.028], [0.861, -1.667, -3.157], [-0.183, -1.628, -3.467], [1.775, -2.432, -3.887], [1.434, -2.978, -4.766], [3.115, -2.494, -3.490], [3.824, -3.093, -4.061], [3.545, -1.790, -2.358], [4.590, -1.832, -2.049], [2.638, -1.034, -1.620], [2.957, -0.501, -0.722], [-1.453, -0.314, -1.702], [-2.086, -1.454, -1.159], [-1.584, -2.022, -0.374], [-3.334, -1.851, -1.632], [-3.813, -2.735, -1.210], [-3.967, -1.119, -2.644], [-4.942, -1.434, -3.013], [-3.350, 0.017, -3.179], [-3.837, 0.589, -3.968], [-2.102, 0.427, -2.704], [-1.631, 1.320, -3.115], [0.488, 1.763, -1.771], [1.202, 1.963, -2.966], [1.634, 1.114, -3.494], [1.355, 3.253, -3.483], [1.900, 3.396, -4.415], [0.813, 4.351, -2.805], [0.937, 5.355, -3.209], [0.115, 4.161, -1.607], [-0.311, 5.013, -1.078], [-0.036, 2.879, -1.084], [-0.561, 2.724, -0.140], [-0.891, 2.022, 8.122], [-0.598, 1.606, 6.262], [-2.152, 2.561, 5.767], [0.540, 3.103, 6.029], [0.930, 0.532, 6.629], [-1.654, 0.045, 6.439], [-0.331, 1.182, 4.395]],
  "forces_ev_per_angstrom": [[0.7, -0.5, -0.1], [0.7, -0.1, 0.7], [0.1, -0.1, 0.6], [0.3, 0.3, 0.1], [-0.8, -1.0, -0.1], [-0.5, -1.1, -0.6], [0.0, 0.3, -0.1], [0.3, 0.1, -0.2], [-0.1, 0.4, 0.3], [-0.3, 0.2, -0.2], [0.3, 1.8, -0.9], [-0.5, -0.2, 0.8], [-0.3, 0.0, -0.8], [0.4, -0.5, 0.2], [0.2, 0.2, 0.3], [0.3, 0.0, 0.1], [0.2, 0.1, 0.3], [0.1, 0.1, 0.2], [-0.2, 0.2, 0.1], [-0.2, 0.2, 0.1], [-0.1, -0.1, -0.1], [-0.3, 0.0, -0.1], [-0.5, -0.1, -0.3], [0.0, -0.1, -0.3], [-0.4, -0.1, 0.2], [0.0, 0.6, -0.5], [-0.1, 0.1, -0.2], [0.0, 0.1, -0.1], [0.1, 0.2, -0.2], [0.2, 0.1, 0.0], [0.2, 0.1, 0.1], [0.0, -0.2, 0.3], [0.1, -0.2, 0.2], [0.0, -0.4, 0.2], [-0.1, -0.2, 0.1], [0.2, 0.5, 0.3], [-0.2, 0.1, 0.3], [-0.1, 0.2, 0.1], [-0.2, 0.0, 0.3], [-0.1, 0.0, 0.2], [0.0, -0.3, 0.1], [0.0, -0.3, 0.1], [0.0, 0.0, -0.1], [0.1, -0.2, -0.1], [0.3, -0.3, -0.5], [0.1, 0.1, -0.2], [0.5, -0.6, -2.6], [-0.1, 0.5, 0.3], [1.5, -0.7, 0.6], [-1.3, -1.4, 0.4], [-1.2, 1.0, 0.1], [0.7, 1.1, 0.1], [0.1, 0.0, 0.5]],
  "lowdin_charge": [-0.109, -0.091, -0.128, 0.127, -0.152, -0.151, 0.121, 0.130, 0.134, 0.140, 0.826, 0.210, 1.048, -0.390, -0.078, 0.105, -0.069, 0.110, -0.073, 0.109, -0.079, 0.108, -0.116, 0.080, -0.396, -0.126, 0.077, -0.084, 0.106, -0.073, 0.109, -0.065, 0.111, -0.074, 0.106, -0.389, -0.075, 0.105, -0.067, 0.110, -0.071, 0.109, -0.079, 0.108, -0.116, 0.093, -0.317, 1.994, -0.323, -0.318, -0.341, -0.334, -0.589],
  "charge": 1,
  "gap_ev": 4.84,
  "largest_force_ev_per_a": 2.8,
  "homo_energy_ev": -10.8,
  "e_tot_ha": -3381.867396
}

# 3
{
  "formula": "C23H20N2O2S",
  "method": "the ωB97M-V functional and the def2-TZVPD basis",
  "elements": ["C", "C", "C", "C", "C", "C", "C", "O", "C", "C", "N", "C", "O", "C", "C", "C", "C", "C", "C", "S", "C", "C", "C", "C", "C", "C", "C", "N", "H", "H", "H", "H", "H", "H", "H", "H", "H", "H", "H", "H", "H", "H", "H", "H", "H", "H", "H", "H"],
  "coordinates": [[1.614, 2.122, -2.033], [0.544, 3.170, -2.067], [0.559, 4.194, -2.997], [-0.440, 5.154, -3.028], [-1.473, 5.093, -2.114], [-1.512, 4.078, -1.170], [-0.511, 3.118, -1.143], [-0.463, 2.077, -0.258], [-1.420, 1.984, 0.768], [-0.989, 0.805, 1.649], [-0.763, -0.365, 0.840], [0.494, -0.769, 0.522], [1.485, -0.380, 1.104], [0.525, -1.755, -0.602], [-0.091, -1.404, -1.799], [-0.034, -2.236, -2.901], [0.638, -3.444, -2.816], [1.244, -3.815, -1.631], [1.191, -2.977, -0.524], [2.063, -3.523, 0.921], [1.097, -2.961, 2.289], [1.783, -2.534, 3.419], [1.097, -2.112, 4.540], [-0.292, -2.110, 4.552], [-0.987, -2.549, 3.446], [-0.304, -2.988, 2.308], [-1.078, -3.447, 1.221], [-1.764, -3.810, 0.376], [-2.067, -2.567, 3.441], [-0.828, -1.769, 5.425], [1.645, -1.770, 5.405], [2.862, -2.522, 3.395], [1.762, -4.758, -1.548], [0.685, -4.103, -3.670], [-0.512, -1.942, -3.823], [-0.592, -0.448, -1.868], [-1.526, -0.682, 0.260], [-0.035, 1.032, 2.130], [-1.751, 0.606, 2.408], [-1.455, 2.904, 1.367], [-2.419, 1.796, 0.346], [-2.327, 4.046, -0.464], [-2.258, 5.834, -2.126], [-0.408, 5.944, -3.762], [1.371, 4.241, -3.708], [1.851, 1.852, -1.007], [2.513, 2.474, -2.533], [1.274, 1.217, -2.538]],
  "forces_ev_per_angstrom": [[0.0, 0.0, 0.1], [0.0, -0.1, 0.1], [-0.1, 0.0, 0.1], [-0.1, 0.1, -0.1], [0.0, 0.1, -0.1], [-0.1, -0.2, 0.2], [0.1, 0.1, -0.2], [0.2, 0.1, -0.2], [-0.1, -0.2, 0.3], [0.1, 0.3, -0.2], [-0.3, 0.2, -0.1], [-0.2, 0.0, -0.1], [0.2, 0.1, 0.0], [0.2, -0.1, -0.4], [0.0, 0.0, 0.1], [0.0, 0.0, -0.1], [0.0, 0.1, -0.1], [0.0, 0.1, 0.2], [0.2, 0.2, 0.2], [0.0, -0.1, 0.0], [-0.2, -0.3, -0.3], [0.0, 0.0, 0.0], [0.0, -0.1, 0.0], [0.0, 0.0, 0.0], [0.0, 0.0, -0.1], [0.6, 0.2, 1.0], [-0.5, -0.4, -0.4], [-0.2, -0.1, -0.2], [-0.1, 0.0, 0.0], [0.0, 0.0, 0.1], [0.1, 0.0, 0.1], [0.1, 0.1, 0.0], [0.0, -0.1, 0.0], [0.0, -0.1, -0.1], [0.0, 0.0, -0.1], [-0.1, 0.1, 0.0], [0.1, -0.1, 0.0], [-0.2, 0.0, 0.0], [0.1, 0.1, 0.0], [0.0, -0.1, -0.1], [0.1, 0.1, 0.0], [-0.1, 0.0, 0.1], [-0.1, 0.1, 0.0], [0.0, 0.1, -0.1], [0.1, 0.0, -0.1], [0.1, -0.1, 0.0], [0.1, 0.0, 0.0], [0.0, -0.1, 0.0]],
  "lowdin_charge": [-0.022, -0.198, -0.048, -0.098, -0.093, -0.024, -0.221, -0.056, -0.177, -0.131, 0.081, -0.483, 0.082, -0.162, -0.032, -0.065, -0.069, -0.099, -0.465, 1.066, -0.473, -0.091, -0.060, -0.071, -0.028, -0.246, -0.214, 0.209, 0.122, 0.105, 0.109, 0.110, 0.103, 0.107, 0.106, 0.113, 0.144, 0.130, 0.124, 0.133, 0.133, 0.101, 0.101, 0.098, 0.111, 0.081, 0.080, 0.078],
  "charge": 0,
  "gap_ev": 8.53,
  "largest_force_ev_per_a": 1.2,
  "de_lowest_kcal_mol": 31.95,
  "smiles": "Cc1ccccc1OCCNC(=O)c1ccccc1Sc1ccccc1C#N",
  "homo_energy_ev": -8.3,
  "e_tot_ha": -1546.642552
}

# 4
{
  "formula": "C23H20N2O3",
  "method": "the ωB97M-V functional and the def2-TZVPD basis",
  "elements": ["C", "N", "C", "O", "C", "C", "C", "C", "C", "C", "C", "C", "H", "H", "H", "O", "C", "C", "C", "C", "C", "C", "H", "H", "H", "H", "H", "H", "H", "N", "C", "O", "C", "C", "C", "C", "C", "C", "H", "H", "H", "H", "H", "H", "H", "H", "H", "H"],
  "coordinates": [[-1.989, -0.298, 1.897], [-1.436, -0.300, 0.566], [-1.023, 0.831, -0.037], [-0.972, 1.920, 0.495], [-0.513, 0.634, -1.447], [0.619, -0.008, -1.770], [1.538, -0.683, -0.866], [1.703, -0.303, 0.463], [2.576, -0.997, 1.291], [3.313, -2.068, 0.795], [3.164, -2.435, -0.531], [2.291, -1.753, -1.356], [2.182, -2.053, -2.388], [3.743, -3.258, -0.922], [4.007, -2.591, 1.436], [2.727, -0.522, 2.567], [2.962, -1.385, 3.603], [2.428, -2.669, 3.657], [2.659, -3.461, 4.767], [3.409, -2.984, 5.828], [3.924, -1.699, 5.780], [3.705, -0.900, 4.675], [4.097, 0.104, 4.622], [4.504, -1.318, 6.607], [3.586, -3.609, 6.690], [2.243, -4.457, 4.802], [1.831, -3.038, 2.836], [1.187, 0.551, 0.867], [0.882, -0.071, -2.821], [-1.283, 1.263, -2.420], [-2.613, 1.545, -2.256], [-3.239, 1.173, -1.286], [-3.223, 2.335, -3.360], [-4.247, 3.218, -3.027], [-4.858, 3.981, -4.004], [-4.465, 3.856, -5.326], [-3.464, 2.961, -5.669], [-2.841, 2.204, -4.693], [-2.083, 1.490, -4.984], [-3.169, 2.851, -6.702], [-4.943, 4.448, -6.092], [-5.644, 4.671, -3.736], [-4.543, 3.295, -1.992], [-0.828, 1.518, -3.285], [-1.530, -1.140, 0.019], [-1.850, 0.702, 2.304], [-3.056, -0.529, 1.877], [-1.469, -1.024, 2.524]],
  "forces_ev_per_angstrom": [[0.0, 0.1, 0.1], [0.0, -0.2, 0.0], [0.0, -0.5, 0.1], [0.1, 0.3, 0.0], [0.3, -0.3, -0.1], [-0.6, 0.3, -0.1], [0.4, -0.2, 0.3], [0.2, -0.1, 0.2], [-0.1, -0.2, -0.5], [0.1, 0.1, 0.2], [0.0, 0.0, 0.0], [-0.1, 0.1, 0.0], [0.0, 0.0, -0.1], [0.0, -0.1, 0.0], [0.0, 0.0, 0.0], [0.0, 0.2, 0.0], [0.1, -0.3, 0.4], [-0.1, 0.2, -0.2], [0.0, 0.0, 0.1], [0.0, -0.1, 0.1], [0.0, -0.1, 0.0], [-0.1, 0.1, -0.3], [0.0, 0.1, 0.0], [0.0, 0.0, 0.1], [0.0, 0.0, 0.1], [0.0, -0.1, 0.0], [0.0, 0.0, 0.0], [0.0, 0.1, 0.1], [-0.1, 0.0, -0.1], [0.2, 0.2, -0.3], [0.0, -0.2, -0.1], [-0.1, 0.1, -0.1], [-0.3, 0.2, -0.2], [0.1, -0.1, 0.1], [0.0, 0.0, 0.0], [0.0, 0.0, -0.1], [0.0, 0.0, -0.1], [0.0, 0.0, 0.2], [0.1, -0.1, 0.0], [0.0, 0.0, -0.1], [0.0, 0.0, -0.1], [-0.1, 0.1, 0.0], [0.0, 0.0, 0.1], [-0.1, 0.1, 0.2], [0.1, 0.2, -0.1], [0.0, -0.1, 0.1], [0.0, 0.0, 0.0], [0.0, 0.0, 0.0]],
  "lowdin_charge": [-0.051, 0.030, -0.514, 0.085, -0.142, 0.014, -0.211, 0.061, -0.245, -0.020, -0.072, -0.049, 0.107, 0.105, 0.121, 0.043, -0.262, -0.026, -0.083, -0.101, -0.085, -0.004, 0.118, 0.103, 0.098, 0.104, 0.119, 0.124, 0.119, 0.146, -0.407, 0.102, -0.134, -0.011, -0.069, -0.082, -0.080, -0.039, 0.109, 0.104, 0.103, 0.105, 0.121, 0.140, 0.150, 0.087, 0.087, 0.081],
  "charge": 0,
  "gap_ev": 8.52,
  "largest_force_ev_per_a": 0.6,
  "de_lowest_kcal_mol": 10.72,
  "smiles": "CNC(=O)/C(=C\\c1cccc(Oc2ccccc2)c1)NC(=O)c1ccccc1",
  "homo_energy_ev": -8.2,
  "e_tot_ha": -1223.705010
}